Here is a molecular structure, C8H16F24LiN4O24S8 from OMol25. Energies are from ωB97M-V/def2-TZVPD.

The geometry in XYZ format:
```
85
Properties=species:S:1:pos:R:3:forces:R:3
Li -15.856567 -1.340865 9.704883 -0.263 -0.993 0.003
C -16.310673 0.332645 6.653482 -0.510 -0.235 3.035
F -17.065821 1.322461 7.085160 -0.342 0.777 0.557
F -16.993317 -0.815771 6.951670 1.222 0.691 -0.424
F -16.158939 0.487917 5.400945 0.563 -0.478 -2.267
S -14.573931 0.461397 7.488962 -0.023 -2.592 -3.893
O -13.966569 -0.767845 6.947863 -0.662 1.563 1.652
O -14.013200 1.700934 6.931466 -1.211 -1.488 1.949
N -14.951877 0.277897 9.179901 -1.113 -1.567 -4.820
S -14.172741 1.413271 9.755744 2.753 4.018 4.722
O -12.735185 1.299688 9.523311 -0.546 -0.458 0.806
O -14.670135 2.747101 9.626301 -0.397 -0.289 -0.057
C -14.555257 0.956351 11.658419 -0.459 2.027 -1.437
F -14.318328 2.042067 12.410359 -0.100 -0.695 -0.316
F -15.783593 0.488307 11.928573 -0.577 0.874 -0.479
F -13.788226 -0.027867 12.033386 2.389 -0.866 0.826
C -16.072340 -6.074147 9.475783 -0.065 1.697 -0.689
F -16.691761 -5.570701 8.342897 0.682 -1.501 1.547
F -14.753250 -6.124252 9.212731 -1.100 -0.008 0.435
F -16.306178 -5.108514 10.421987 0.475 -1.060 -0.409
S -16.764894 -7.740183 10.030699 -2.357 -1.410 -0.425
O -18.181916 -7.497452 10.303485 1.993 0.460 0.505
O -16.573864 -8.616257 8.868332 0.386 1.446 1.938
N -15.935880 -8.142405 11.547136 -2.875 2.470 -2.455
S -15.049755 -9.317296 11.127097 1.541 -3.427 -2.465
O -15.726310 -10.635150 10.990485 1.322 2.118 1.098
O -14.184136 -8.970597 10.003551 0.355 -0.597 1.266
C -13.918039 -9.404444 12.632425 -1.722 0.774 -1.727
F -12.979240 -8.464100 12.591843 0.413 0.127 0.052
F -14.590475 -9.294841 13.741807 -0.961 0.730 1.729
F -13.411548 -10.587275 12.640557 1.843 -2.042 -0.193
C -15.342666 -4.030625 4.474747 -0.099 1.371 -1.120
F -14.650261 -2.996636 3.946070 -0.068 -0.614 0.123
F -14.616663 -5.133953 4.424520 -0.092 0.116 0.191
F -15.589889 -3.681988 5.728712 -0.284 -0.570 0.145
S -16.971142 -4.254785 3.465723 -0.024 1.214 -0.906
O -17.061394 -5.628321 3.157020 0.683 -1.785 -0.569
O -18.030198 -3.831716 4.329742 0.201 1.647 -0.192
N -16.746286 -3.298632 2.030315 -0.613 -1.743 1.776
S -15.913820 -4.196856 0.999920 2.018 -2.011 -1.225
O -14.520546 -4.388949 1.445431 -1.351 0.213 -0.549
O -16.523223 -5.430306 0.413948 0.667 3.009 0.700
C -15.651167 -2.942814 -0.521838 -0.579 -3.677 1.215
F -15.276887 -1.780820 -0.136594 0.928 1.775 0.319
F -14.796616 -3.488652 -1.418853 0.702 0.291 0.695
F -16.768635 -2.879301 -1.181441 -2.128 0.740 -0.838
C -19.849790 6.099504 14.358843 1.932 -2.873 -0.531
F -20.731256 5.127534 14.039344 0.065 0.564 0.149
F -20.285837 7.254548 14.014381 -1.061 1.640 -0.413
F -19.693769 6.063465 15.696850 0.206 0.076 -0.389
S -18.150810 5.806305 13.352299 0.199 1.251 1.670
O -17.583620 7.150392 13.477345 -0.727 -1.213 -0.540
O -17.347029 4.739372 14.013658 -2.243 2.048 -1.260
N -18.804417 5.509882 11.772059 1.434 1.694 3.480
S -17.940784 4.244511 11.467109 1.220 -2.984 -2.997
O -16.494543 4.424496 11.330702 -1.693 -0.234 0.558
O -18.511728 3.118953 12.187287 0.685 -0.431 -0.817
C -18.401696 3.996507 9.602945 -0.620 -0.314 3.013
F -17.789370 2.951881 9.082942 0.028 -0.241 -0.050
F -19.748173 3.796281 9.538043 0.371 0.078 -0.490
F -18.072440 5.068270 8.953418 0.073 1.068 -1.095
O -10.867152 -1.116883 9.736308 0.546 -0.103 0.235
H -9.941406 -1.008926 9.518207 0.182 -0.079 -0.122
H -11.169757 -0.232576 9.942837 -0.630 0.486 -0.117
O -15.138596 -2.081951 11.397285 -0.137 -0.221 -0.104
H -15.239658 -2.874312 11.924711 -0.044 -0.594 -0.147
H -14.851432 -1.414143 12.020027 0.014 -0.084 0.056
O -12.494600 -3.260559 9.374830 -0.232 -0.732 -0.226
H -13.149678 -3.110274 10.056396 -0.254 0.018 0.260
H -11.815556 -2.608154 9.546574 0.219 0.483 -0.062
O -15.281966 -2.940892 8.406484 -0.595 0.464 0.549
H -15.178615 -3.811270 8.791172 0.012 -0.126 0.043
H -14.495515 -2.818610 7.874714 0.456 0.310 -0.261
O -13.552620 -4.575754 12.496962 -0.254 0.304 0.098
H -12.839248 -4.241303 13.040537 0.203 0.128 0.051
H -13.380114 -5.514574 12.425600 -0.091 -0.374 -0.199
O -19.995178 0.198286 10.409803 -0.085 -0.251 0.124
H -20.211856 0.745651 11.164567 0.199 0.466 0.357
H -20.799715 -0.286724 10.226207 -0.336 -0.210 -0.118
O -19.880543 1.215349 7.819681 -0.408 -0.086 -0.653
H -19.894188 0.994050 8.750842 0.184 0.012 0.410
H -19.459928 2.074417 7.783316 0.128 0.062 -0.039
O -17.813153 -1.338603 9.789649 0.572 -0.458 -0.099
H -18.556471 -1.034693 10.310561 -0.148 0.503 0.276
H -18.203748 -1.650774 8.973428 0.010 -0.092 -0.428
```
Positions in Å, forces in eV/Å.

calculated total energy: -215760.7987 eV
total charge: -3

Mulliken population analysis, charges in e, atoms 1 to 8:
1 Li 0.89
2 C 0.64
3 F -0.25
4 F -0.17
5 F -0.16
6 S 0.77
7 O -0.69
8 O -0.57